Record 1
The following is a DFT calculation (ωB97M-V/def2-TZVPD) of C28H50EuP2Si as an isolated structure.

- Kohn-Sham gap (alpha / beta) (eV) = 4.52 / 4.52
- ⟨S²⟩ = 12.025
- charge = +1
- 2S+1 = 7
- M (g mol⁻¹) = 628.71

Last column: Mulliken spin population.
Atoms and positions in Å:
Eu -0.490 2.108 -1.087  5.04
P 1.710 -0.847 -0.643  -0.01
P -1.273 -2.070 -0.952  0.03
Si -0.441 3.723 3.939  0.00
C 2.811 -1.778 2.109  0.01
C 0.691 2.289 1.505  0.03
C -2.095 -3.169 1.922  -0.02
C -0.720 -1.418 3.275  0.07
C 0.800 4.706 4.957  0.00
C 0.508 -0.660 -5.645  0.00
C 0.453 -2.785 1.819  0.18
C -1.002 -0.877 -5.316  0.00
C -0.380 2.092 -4.394  -0.01
C -1.853 -0.748 3.958  0.03
C 0.154 -1.057 -1.607  -0.01
C 1.272 0.043 4.079  0.03
C 2.030 0.955 -0.820  0.01
C -1.697 -3.173 -2.347  0.01
C -1.191 1.079 -3.596  0.01
C 0.649 -1.052 3.335  0.16
C -0.844 -2.498 2.344  0.21
C 1.372 -1.884 2.432  0.20
C -1.567 -0.139 -4.127  0.00
C 1.341 -0.456 -4.415  0.00
C -1.258 2.558 5.219  0.00
C -1.846 4.726 3.242  0.00
C 3.145 -1.485 -1.749  0.00
C 1.152 2.070 -4.283  0.00
C 0.414 2.996 2.497  -0.04
C -2.681 -0.863 -1.025  0.01
C 1.740 0.737 -3.936  0.00
C 0.777 -3.807 0.778  0.01
H 1.597 -3.466 0.130  0.00
H 1.935 1.499 0.152  -0.02
H 1.452 1.405 -1.695  -0.01
H -1.596 -0.573 5.011  0.00
H -0.080 -4.020 0.120  0.00
H -3.507 -1.319 -0.439  0.00
H -2.760 4.133 3.132  0.00
H -1.448 -4.206 -2.051  0.00
H 3.578 -0.670 -2.344  0.00
H 2.748 -2.281 -2.395  0.00
H 3.953 -1.920 -1.118  0.00
H -1.100 -2.854 -3.207  0.00
H 0.316 5.411 5.651  0.00
H -1.598 -0.649 -6.235  0.00
H -2.236 2.184 4.872  0.00
H -1.138 -1.960 -5.126  0.00
H 3.250 -0.896 2.567  0.00
H -2.939 -0.780 -2.093  0.00
H -0.355 -0.151 -2.089  0.00
H 2.958 -1.673 1.021  0.00
H 1.865 -1.373 -4.129  0.00
H 0.887 -1.560 -6.189  0.00
H -2.074 0.233 3.500  -0.01
H 3.040 1.088 -1.194  0.00
H 0.363 -1.504 -2.589  0.00
H -2.161 -4.237 2.158  0.02
H 1.442 4.020 5.531  0.00
H -2.969 -2.674 2.333  0.00
H -2.479 0.137 -0.577  0.00
H 0.679 0.269 4.963  0.01
H -2.078 5.600 3.855  0.00
H 2.751 0.855 -3.553  0.00
H -2.596 -0.421 -3.820  0.00
H 1.104 -4.766 1.224  0.01
H 1.419 5.265 4.241  0.00
H 1.340 0.956 3.465  0.02
H 2.265 -0.276 4.409  0.02
H -2.017 1.545 -2.900  0.00
H -2.776 -3.061 -2.498  0.00
H -2.236 -3.123 0.836  0.02
H 1.607 2.545 -5.202  0.00
H 1.537 2.797 -3.556  0.00
H -1.527 5.058 2.250  0.00
H -2.752 -1.373 3.904  0.00
H 3.390 -2.655 2.429  0.01
H -0.690 3.101 -4.083  0.00
H -0.651 1.683 5.502  0.00
H -0.577 2.000 -5.488  0.00
H -1.449 3.126 6.150  0.00
H 0.635 0.215 -6.299  0.00

---

Record 2
The following is a DFT calculation (ωB97M-V/def2-TZVPD) of one molecule with the formula C8H9BO3.

- Kohn-Sham gap (alpha / beta) (eV) = 6.05 / 6.81
- ⟨S²⟩ = 2.040
- charge = 0
- 2S+1 = 3
- M (g mol⁻¹) = 163.97

Last column: Mulliken spin population.
Atoms and positions in Å:
O 1.135 -2.503 1.201  0.01
O 3.801 1.162 -0.132  0.22
O 1.084 -2.415 -1.115  0.02
C 2.925 0.289 -0.087  0.01
C 1.132 2.145 0.100  -0.04
C -1.826 -0.861 -0.026  0.52
C -0.841 0.070 -0.027  0.06
C -0.116 2.591 0.247  0.32
C 0.587 -0.296 0.056  0.39
C -1.161 1.543 -0.182  -0.04
C 1.480 0.717 -0.022  0.42
B 1.000 -1.785 0.053  0.01
H 1.126 -3.396 -0.979  0.00
H -1.197 1.733 -1.313  0.06
H 1.975 2.723 0.525  0.00
H -1.542 -1.857 0.162  0.03
H 1.348 -3.406 1.007  0.00
H -0.098 3.572 0.632  0.01
H 3.118 -0.773 -0.135  -0.01
H -2.913 -0.723 0.105  0.01
H -2.152 1.871 0.267  0.00